# 1
Density functional theory data (the ωB97M-V functional and the def2-TZVPD basis) for a cluster of 2 separate species, C2H5NS2 in total in a non-equilibrium geometry.

Gap between HOMO and LUMO   9.70 eV
Energy   -25314.3640 eV
HOMO energy   -9.3 eV
Energy relative to the best compared isomer or geometry (same formula, charge and spin)   1.462 eV

Atoms and positions in Å:
C: -1.0609 0.5611 -1.4391
C: -2.8865 0.0966 0.3733
N: -0.7369 1.5846 -1.8336
S: 2.6074 1.3575 -0.6013
S: -1.5568 -0.7274 -0.5341
H: -3.6850 -0.6767 0.4663
H: -3.2120 1.0890 -0.1687
H: -2.5275 0.4879 1.3273
H: 1.1874 1.3759 -0.7604
H: 2.8342 2.6163 -0.8584

Population analysis type Löwdin, resulting atomic charges in e: -0.711, -0.387, 0.094, 0.444, 0.869, 0.042, 0.092, 0.032, -0.212, -0.263

---

# 2
Density functional theory data (the ωB97M-V functional and the def2-TZVPD basis) for a cluster of 2 separate species, C2H5NS2 in total in a non-equilibrium geometry.

2S+1   3
Gap between HOMO and LUMO (alpha / beta)   8.65 / 6.87 eV
Energy   -25312.2006 eV
HOMO energy (alpha / beta)   -8.8 / -8.8 eV
Expectation value of S²   2.009
Energy relative to the best compared isomer or geometry (same formula, charge and spin)   0.140 eV

Atoms and positions in Å:
C: -1.3999 1.0013 -0.3149
C: -0.6076 0.2782 0.7369
N: 2.6845 0.2671 -0.9965
S: -2.8653 1.6358 -0.1282
S: 2.7448 1.2736 0.2183
H: -0.9071 1.0747 -1.3819
H: 0.3962 0.3217 0.5067
H: -0.9622 -0.6744 0.7116
H: -0.8439 0.7261 1.7135
H: 1.8337 -0.2157 -0.9965

Population analysis type Löwdin, resulting atomic charges in e: -0.739, -0.171, -0.477, 0.664, 0.627, 0.084, -0.052, 0.048, 0.092, -0.078